[1]
Formula: C22H22O4
Source: OMol25
Level of theory: ωB97M-V/def2-TZVPD

The geometry in XYZ format:
```
48
C22H22O4 ωB97M-V/def2-TZVPD
C 1.24 0.07 3.66
O 0.90 -1.13 3.00
C -0.21 -1.05 2.19
C -0.55 -2.22 1.47
C -1.62 -2.25 0.64
C -2.46 -1.11 0.47
O -3.44 -1.14 -0.28
C -2.11 0.06 1.20
C -1.03 0.09 2.03
H 2.15 -0.13 4.23
H 1.44 0.85 2.92
H 0.45 0.36 4.34
H 0.07 -3.08 1.60
H -1.86 -3.14 0.09
H -2.73 0.93 1.07
H -0.81 0.99 2.57
C -11.39 -1.81 -2.41
O -10.42 -0.82 -2.13
C -9.55 -1.12 -1.09
C -8.36 -0.36 -1.01
C -7.41 -0.63 -0.07
C -7.58 -1.66 0.88
C -6.54 -1.90 1.81
C -6.41 -2.94 2.77
C -5.48 -2.77 3.82
C -5.32 -3.72 4.79
C -6.06 -4.91 4.78
O -5.84 -5.81 5.82
C -6.66 -6.96 5.82
C -6.95 -5.12 3.70
C -7.11 -4.16 2.73
C -8.82 -2.35 0.85
C -9.76 -2.10 -0.11
H -11.93 -1.53 -3.32
H -10.90 -2.77 -2.58
H -12.10 -1.88 -1.59
H -8.21 0.42 -1.73
H -6.51 -0.05 -0.04
H -5.75 -1.17 1.80
H -4.91 -1.86 3.87
H -4.63 -3.57 5.60
H -6.40 -7.57 6.69
H -7.71 -6.67 5.90
H -6.48 -7.54 4.92
H -7.48 -6.05 3.63
H -7.72 -4.38 1.88
H -9.05 -3.03 1.66
H -10.69 -2.64 -0.10
```

The value obtained for the frontier orbital gap is 2.597 eV. Its HOMO energy is -5.107 eV. The LUMO energy is -2.510 eV.

=====

[2]
Formula: C22H23BCl3N10O2S2Sn
Source: OMol25
Level of theory: ωB97M-V/def2-TZVPD

The geometry in XYZ format:
```
64
C22H23BCl3N10O2S2Sn ωB97M-V/def2-TZVPD
Sn -8.78 -12.12 7.03
C -11.39 -11.09 10.66
C -11.69 -10.88 9.19
C -11.27 -9.74 8.50
C -11.53 -9.59 7.15
C -12.23 -10.57 6.45
C -12.63 -11.72 7.12
C -12.37 -11.87 8.49
H -12.33 -11.01 11.23
H -10.69 -10.34 11.02
H -10.97 -12.09 10.83
H -10.69 -8.97 9.01
H -11.17 -8.70 6.67
H -12.43 -10.42 5.39
H -13.15 -12.52 6.60
H -12.67 -12.78 8.99
C -7.94 -9.50 10.53
N -7.77 -10.87 10.92
C -8.21 -11.36 12.16
C -7.76 -12.62 12.22
N -7.05 -12.90 11.06
B -6.38 -14.28 10.83
N -6.98 -15.07 9.61
C -6.22 -16.10 9.07
C -6.98 -16.77 8.17
N -8.22 -16.13 8.17
C -9.33 -16.55 7.35
C -8.19 -15.07 9.04
S -9.46 -13.98 9.28
C -7.07 -11.82 10.27
S -6.30 -11.62 8.74
H -8.61 -9.03 11.24
H -8.35 -9.42 9.53
H -6.99 -8.98 10.53
H -8.75 -10.76 12.84
H -7.84 -13.37 12.98
H -6.59 -14.94 11.84
H -5.20 -14.19 10.60
H -5.21 -16.28 9.40
H -6.79 -17.65 7.57
H -9.43 -17.64 7.43
H -9.20 -16.29 6.31
H -10.25 -16.07 7.69
N -7.09 -13.74 6.36
N -6.69 -13.56 5.01
C -7.08 -12.29 4.44
O -6.59 -11.94 3.39
O -7.92 -11.62 5.15
H -6.32 -13.49 7.01
H -7.37 -14.70 6.53
H -5.79 -13.91 4.74
Cl -4.80 -8.58 6.83
C -6.21 -8.29 5.81
Cl -6.08 -9.19 4.35
Cl -6.42 -6.55 5.50
C -7.43 -8.70 6.56
N -8.38 -8.92 7.16
N -10.07 -13.74 5.71
C -10.93 -14.34 5.24
C -11.95 -15.11 4.71
C -12.21 -14.96 3.33
N -12.44 -14.87 2.21
C -12.57 -16.12 5.45
N -13.05 -16.95 6.07
```

The value obtained for the frontier orbital gap is 7.126 eV. Its HOMO energy is -5.013 eV. Its total charge is -1. The LUMO energy is 2.113 eV.

=====

[3]
Formula: C22H23BCl3N8O2PPt
Source: OMol25
Level of theory: ωB97M-V/def2-TZVPD

The geometry in XYZ format:
```
61
C22H23BCl3N8O2PPt ωB97M-V/def2-TZVPD
Pt -0.29 0.16 0.98
C -3.35 -0.94 -2.20
C -2.13 -0.36 -1.88
N -1.92 -0.34 -0.57
N -3.04 -0.92 0.00
C -3.88 -1.28 -0.98
B -3.19 -1.07 1.53
N -2.98 0.39 2.08
C -3.88 1.24 2.61
C -3.35 2.52 2.58
C -2.09 2.38 2.00
N -1.90 1.10 1.71
N -2.09 -2.05 2.01
C -2.21 -3.30 2.50
C -0.97 -3.91 2.44
C -0.12 -2.96 1.87
N -0.82 -1.86 1.62
N -4.51 -1.55 2.09
C -5.73 -1.95 1.64
C -6.51 -2.26 2.73
C -5.68 -2.02 3.83
N -4.49 -1.59 3.46
H -3.79 -1.08 -3.17
H -1.42 0.08 -2.55
H -4.82 -1.76 -0.77
H -4.83 0.87 2.96
H -3.82 3.42 2.92
H -1.33 3.11 1.79
H -3.16 -3.66 2.86
H -0.73 -4.91 2.75
H 0.93 -3.01 1.63
H -6.00 -1.99 0.60
H -7.53 -2.61 2.72
H -5.90 -2.14 4.88
C -0.38 0.16 4.29
P 0.78 0.52 2.95
C 2.21 -0.51 3.33
C 1.31 2.23 3.08
C 0.66 3.14 3.91
C 1.11 4.46 3.97
C 2.19 4.86 3.20
C 2.84 3.95 2.37
C 2.41 2.64 2.31
H 0.04 0.52 5.23
H -0.49 -0.92 4.36
H -1.36 0.61 4.13
H 2.67 -0.06 4.21
H 2.92 -0.53 2.50
H 1.88 -1.51 3.57
H -0.19 2.84 4.51
H 0.61 5.16 4.61
H 2.54 5.88 3.25
H 3.69 4.26 1.78
H 2.93 1.93 1.67
Cl 0.67 2.04 -0.95
C 1.79 0.76 -1.59
Cl 2.88 1.49 -2.73
Cl 0.93 -0.59 -2.31
C 2.49 0.14 -0.35
O 3.69 0.12 -0.26
O 1.67 -0.32 0.55
```

The value obtained for the frontier orbital gap (alpha / beta) is 8.391 / 7.701 eV. Its HOMO energy (alpha / beta) is -11.740 / -12.009 eV. Its total charge is +1. The LUMO energy (alpha / beta) is -3.348 / -4.308 eV. The spin multiplicity is 2.

=====

[4]
Formula: C22H23BF9MoN3SSe
Source: OMol25
Level of theory: ωB97M-V/def2-TZVPD

The geometry in XYZ format:
```
61
C22H23BF9MoN3SSe ωB97M-V/def2-TZVPD
Mo -0.14 -0.25 0.63
C -2.94 3.51 -2.35
C -2.69 2.01 -2.39
C -4.01 1.25 -2.43
C -1.81 1.65 -3.58
N -1.93 1.74 -1.12
N -1.62 0.34 -0.96
H -3.50 3.82 -3.23
H -2.00 4.07 -2.32
H -3.54 3.79 -1.48
H -4.60 1.56 -3.29
H -4.61 1.45 -1.53
H -3.87 0.17 -2.53
H -2.29 1.99 -4.50
H -1.67 0.57 -3.69
H -0.84 2.14 -3.51
H -2.53 1.98 -0.34
H -1.13 0.06 -1.81
H -2.47 -0.24 -0.95
F 1.13 -3.30 -2.77
B -0.15 -3.38 -2.48
F -1.01 -2.59 -3.09
F -0.55 -4.24 -1.57
F -0.17 -1.65 -0.65
N 0.88 -1.47 1.77
S 1.85 -2.68 1.09
C 2.87 -1.72 0.01
C 3.11 -0.36 0.22
C 3.88 0.32 -0.71
C 4.41 -0.35 -1.81
C 4.17 -1.70 -1.99
C 3.39 -2.40 -1.08
C 2.88 -3.23 2.39
C 3.74 -2.37 3.08
C 4.53 -2.90 4.08
C 4.45 -4.26 4.38
C 3.60 -5.10 3.68
C 2.79 -4.59 2.67
H 0.57 -1.77 2.70
H 2.78 0.15 1.12
H 4.09 1.37 -0.57
H 5.01 0.19 -2.53
H 4.59 -2.22 -2.84
H 3.18 -3.45 -1.23
H 3.80 -1.32 2.82
H 5.20 -2.26 4.63
H 5.08 -4.67 5.16
H 3.56 -6.16 3.92
H 2.12 -5.23 2.12
F -5.16 5.25 1.04
C -4.19 4.40 1.31
C -4.49 3.09 1.63
F -5.75 2.69 1.68
C -3.46 2.19 1.89
F -3.74 0.93 2.18
C -2.14 2.61 1.81
Se -0.75 1.39 2.20
C -1.84 3.93 1.49
F -0.58 4.32 1.41
C -2.87 4.83 1.24
F -2.60 6.08 0.91
```

The value obtained for the frontier orbital gap (alpha / beta) is 6.203 / 6.867 eV. Its HOMO energy (alpha / beta) is -14.968 / -14.974 eV. Its total charge is +2. The LUMO energy (alpha / beta) is -8.765 / -8.107 eV. The spin multiplicity is 3.